This record from the OMol25 dataset describes a gas-phase ion, C4H9N2O (charge +1) in a non-equilibrium geometry. The level of theory is wB97M-V/def2-TZVPD.

## Properties
Relative energy (zero: lowest compared OMol25 entry of this formula, charge and spin) = 820.82 kJ/mol
Orbital gap (spin up / spin down) = 10.1 / 7.9 eV
Energy = -342.04463 Ha

The geometry in ORCA input format:
```
! RIJCOSX wB97M-V def2-TZVPD def2/J DEFGRID3
* xyz 1 1
C 0.816 0.918 1.586
C 0.976 0.651 0.098
C -0.169 -0.263 1.621
C -0.483 -1.170 -0.897
N -1.176 0.114 -3.255
N -0.398 0.001 0.154
O -0.779 -0.845 -2.139
H 1.758 0.658 2.295
H 0.391 1.894 1.762
H 0.808 1.561 -0.611
H 1.724 -0.117 -0.249
H 0.238 -1.226 1.770
H -1.064 -0.168 2.238
H -0.496 -2.170 -0.421
H -0.989 -0.544 -4.020
H -1.157 0.706 0.067
*
```



This record from the OMol25 dataset describes 2 unconnected molecules or ions with the total composition C5H8O in a non-equilibrium geometry. The level of theory is wB97M-V/def2-TZVPD.

## Properties
Relative energy (zero: lowest compared OMol25 entry of this formula, charge and spin) = 466.13 kJ/mol
Orbital gap = 8.4 eV
Energy = -270.38035 Ha

The geometry in ORCA input format:
```
! RIJCOSX wB97M-V def2-TZVPD def2/J DEFGRID3
* xyz 0 1
C -0.523 0.199 -1.852
C -0.286 -0.348 -0.455
C 0.854 0.021 0.377
C 0.977 -0.265 1.728
C -1.285 0.395 1.451
O -1.843 1.404 1.502
H -1.341 0.956 -1.842
H 0.365 0.692 -2.308
H -0.828 -0.644 -2.505
H -0.979 -1.119 -0.138
H 1.003 -1.002 -0.221
H 1.484 0.762 -0.109
H 0.540 -1.163 2.158
H 1.863 0.113 2.213
*
```



This record from the OMol25 dataset describes a single C19H28N2O5S molecule. The level of theory is wB97M-V/def2-TZVPD.

## Properties
Relative energy (zero: lowest compared OMol25 entry of this formula, charge and spin) = 101.94 kJ/mol
Orbital gap = 9.7 eV
SMILES = O=C(COc1ccc(S(=O)(=O)NC2CCCCC2)cc1)NC[C@H]1CCCO1
Energy = -1624.71398 Ha

The geometry in ORCA input format:
```
! RIJCOSX wB97M-V def2-TZVPD def2/J DEFGRID3
* xyz 0 1
O 0.648 -4.083 2.183
C 0.788 -4.165 0.982
N 1.754 -3.543 0.278
H 1.694 -3.568 -0.731
C 2.495 -2.422 0.803
H 3.514 -2.461 0.413
C 1.817 -1.109 0.368
C 2.658 0.143 0.664
H 2.029 0.928 1.082
C 3.181 0.554 -0.714
H 4.120 0.043 -0.932
H 3.329 1.626 -0.808
C 2.077 0.038 -1.635
H 1.251 0.757 -1.714
H 2.426 -0.206 -2.639
O 1.622 -1.165 -1.041
H 3.459 -0.073 1.369
H 0.833 -1.058 0.858
H 2.504 -2.502 1.891
C -0.115 -5.052 0.109
H -1.053 -5.243 0.643
O -0.333 -4.502 -1.174
C -0.850 -3.242 -1.250
C -0.727 -2.606 -2.488
C -1.135 -1.299 -2.636
C -1.696 -0.627 -1.564
C -1.882 -1.267 -0.358
C -1.451 -2.573 -0.189
H -1.571 -3.044 0.774
H -2.348 -0.751 0.469
S -2.141 1.093 -1.823
O -1.090 1.686 -2.600
O -3.485 1.158 -2.314
N -2.156 1.822 -0.339
H -2.977 1.580 0.191
C -0.909 1.892 0.404
C -0.138 3.142 -0.034
C -0.877 4.407 0.387
C -1.087 4.427 1.897
C -1.886 3.202 2.330
C -1.166 1.922 1.912
H -1.751 1.047 2.208
H -0.204 1.864 2.426
H -2.024 3.204 3.413
H -2.872 3.238 1.863
H -1.618 5.335 2.189
H -0.118 4.428 2.402
H -1.844 4.431 -0.118
H -0.308 5.285 0.075
H -0.030 3.113 -1.118
H 0.856 3.122 0.420
H -0.310 1.002 0.157
H -1.006 -0.770 -3.566
H -0.278 -3.149 -3.304
H 0.384 -6.009 -0.068
*
```



This record from the OMol25 dataset describes a molecular structure, C14H12F5N4S3Ti. The level of theory is wB97M-V/def2-TZVPD.

## Properties
Relative energy (zero: lowest compared OMol25 entry of this formula, charge and spin) = 0.00 kJ/mol
Orbital gap (spin up / spin down) = 5.5 / 7.2 eV
⟨S²⟩ = 2.029
Energy = -3303.19276 Ha

The geometry in ORCA input format:
```
! RIJCOSX wB97M-V def2-TZVPD def2/J DEFGRID3
* xyz -1 3
Ti 0.159 0.344 0.774
S -0.893 -0.312 3.025
C -1.080 -1.887 2.342
S -0.364 -2.095 0.756
C -1.743 -2.918 2.971
C -2.348 -2.731 4.254
N -2.849 -2.605 5.285
C -1.890 -4.203 2.364
N -2.028 -5.239 1.877
N 0.175 0.079 -1.533
C -0.283 1.134 -2.461
C -1.760 0.990 -2.779
C -2.703 0.917 -1.578
C -2.506 2.029 -0.549
N -1.784 1.538 0.640
H 1.160 -0.112 -1.693
H -0.301 -0.800 -1.725
H 0.291 1.103 -3.391
H -0.061 2.095 -1.992
H -1.902 0.100 -3.401
H -2.046 1.840 -3.407
H -2.605 -0.047 -1.068
H -3.727 0.945 -1.956
H -3.471 2.451 -0.254
H -1.922 2.850 -0.973
H -2.404 0.963 1.209
H -1.540 2.320 1.240
F 5.215 -1.763 -0.736
C 4.321 -0.870 -0.290
C 3.791 -0.956 0.982
F 4.201 -1.928 1.801
C 2.840 -0.049 1.411
F 2.412 -0.179 2.673
C 2.324 1.009 0.598
S 1.420 2.399 1.244
C 2.960 1.071 -0.676
F 2.625 2.066 -1.521
C 3.893 0.170 -1.115
F 4.420 0.280 -2.347
*
```



This record from the OMol25 dataset describes a single C20H28N2O5 molecule. The level of theory is wB97M-V/def2-TZVPD.

## Properties
Relative energy (zero: lowest compared OMol25 entry of this formula, charge and spin) = 132.01 kJ/mol
Orbital gap = 9.2 eV
SMILES = CCOC(=O)C[C@@H]1C(=O)NCCN1C(=O)COc1ccc(C(C)(C)C)cc1
Energy = -1264.67136 Ha

The geometry in ORCA input format:
```
! RIJCOSX wB97M-V def2-TZVPD def2/J DEFGRID3
* xyz 0 1
C -4.315 -5.085 -3.799
C -3.206 -5.287 -2.777
H -3.603 -5.210 -1.761
H -2.715 -6.252 -2.913
O -2.165 -4.319 -2.937
C -2.335 -3.139 -2.358
O -3.312 -2.822 -1.728
C -1.136 -2.244 -2.619
H -1.378 -1.592 -3.461
H -0.303 -2.887 -2.899
C -0.756 -1.377 -1.392
N -1.366 -0.068 -1.431
C -0.841 1.027 -2.020
O -1.455 2.074 -2.109
C 0.582 0.916 -2.583
O 1.533 0.403 -1.677
C 1.786 1.096 -0.518
C 1.244 2.326 -0.182
C 1.588 2.927 1.020
C 2.467 2.333 1.914
C 2.994 1.091 1.559
C 2.664 0.479 0.370
H 3.080 -0.480 0.105
H 3.679 0.583 2.221
C 2.869 2.970 3.235
C 4.391 3.170 3.250
H 4.916 2.223 3.162
H 4.698 3.645 4.179
H 4.694 3.805 2.420
C 2.208 4.333 3.458
H 1.124 4.244 3.483
H 2.490 5.036 2.678
H 2.533 4.741 4.412
C 2.456 2.043 4.387
H 2.729 2.487 5.342
H 2.942 1.074 4.310
H 1.379 1.885 4.375
H 1.145 3.884 1.239
H 0.553 2.833 -0.835
H 0.869 1.914 -2.935
H 0.594 0.228 -3.433
C -2.638 0.042 -0.747
C -2.379 -0.233 0.730
N -1.771 -1.539 0.846
C -1.080 -2.167 -0.118
O -0.687 -3.309 0.008
H -1.953 -2.085 1.675
H -3.316 -0.221 1.291
H -1.709 0.535 1.141
H -3.024 1.049 -0.906
H -3.332 -0.702 -1.145
H 0.332 -1.265 -1.391
H -3.909 -5.114 -4.807
H -5.056 -5.871 -3.692
H -4.798 -4.123 -3.640
*
```



This record from the OMol25 dataset describes a molecular structure, C2H12NO3 in a non-equilibrium geometry. The level of theory is wB97M-V/def2-TZVPD.

## Properties
Relative energy (zero: lowest compared OMol25 entry of this formula, charge and spin) = 722.80 kJ/mol
Orbital gap = 5.3 eV
Energy = -363.37556 Ha

The geometry in ORCA input format:
```
! RIJCOSX wB97M-V def2-TZVPD def2/J DEFGRID3
* xyz 1 1
C 0.171 -0.782 -1.932
C -0.636 -1.384 0.218
N 0.540 -1.223 -0.530
H -0.283 0.210 -1.864
H 1.110 -0.611 -2.452
H -0.482 -1.488 -2.441
H -1.043 -2.380 0.407
H -0.493 -0.910 1.220
H 1.085 -2.087 -0.615
H -1.236 -0.320 -0.003
H -3.172 0.039 0.147
O -2.257 0.190 -0.171
H 3.551 0.570 3.306
H 3.844 0.869 1.810
O 3.180 0.540 2.421
H -1.519 2.160 0.208
H -1.448 3.703 0.109
O -0.912 2.904 0.161
*
```



This record from the OMol25 dataset describes a gas-phase ion, C3H6NO2 (charge -1) in a non-equilibrium geometry. The level of theory is wB97M-V/def2-TZVPD.

## Properties
Relative energy (zero: lowest compared OMol25 entry of this formula, charge and spin) = 170.04 kJ/mol
Orbital gap = 7.9 eV
SMILES = NCCC(=O)[O-]
Energy = -323.15350 Ha

The geometry in ORCA input format:
```
! RIJCOSX wB97M-V def2-TZVPD def2/J DEFGRID3
* xyz -1 1
C 0.210 1.201 0.177
C 0.153 -0.207 0.744
C -0.303 -1.156 -0.419
O -1.402 -0.724 -0.921
O 0.419 -2.060 -0.942
N 0.919 2.319 0.983
H -0.839 1.526 0.098
H 0.560 1.126 -1.055
H -0.680 -0.258 1.538
H 0.893 -0.658 1.406
H 0.752 2.060 2.011
H 0.380 3.212 1.005
*
```



This record from the OMol25 dataset describes a molecular structure, C21H27N4OP2S3W. The level of theory is wB97M-V/def2-TZVPD.

## Properties
Relative energy (zero: lowest compared OMol25 entry of this formula, charge and spin) = 0.00 kJ/mol
Orbital gap = 5.8 eV
Energy = -3054.21746 Ha

The geometry in ORCA input format:
```
! RIJCOSX wB97M-V def2-TZVPD def2/J DEFGRID3
* xyz 3 1
W -0.023 -0.410 -0.066
N -0.344 1.146 4.084
C -0.046 0.458 2.981
S -1.325 0.246 1.773
N 1.104 -0.111 2.824
N 1.169 -0.871 1.676
C 2.038 -1.845 1.752
C 2.254 -2.859 0.777
C 3.323 -3.760 0.926
C 3.509 -4.766 0.003
C 2.626 -4.910 -1.070
C 1.539 -4.060 -1.233
C 1.380 -3.051 -0.307
O 0.306 -2.200 -0.395
H -1.251 1.553 4.230
H 0.307 1.142 4.857
H 2.613 -1.877 2.674
H 3.994 -3.659 1.769
H 4.335 -5.455 0.111
H 2.781 -5.706 -1.786
H 0.841 -4.188 -2.048
C -3.660 -1.531 0.685
P -2.462 -1.300 -0.640
C -2.238 -2.928 -1.385
C -3.259 -0.278 -1.911
C -2.235 0.168 -2.944
P -0.888 1.028 -2.080
C 0.297 1.557 -3.325
C -1.640 2.541 -1.432
H -4.535 -2.008 0.235
H -3.966 -0.582 1.121
H -3.259 -2.181 1.461
H -3.226 -3.279 -1.691
H -1.821 -3.624 -0.660
H -1.589 -2.883 -2.259
H -3.735 0.573 -1.419
H -4.061 -0.868 -2.361
H -2.675 0.852 -3.674
H -1.821 -0.672 -3.507
H -0.244 2.180 -4.042
H 0.732 0.704 -3.842
H 1.092 2.154 -2.879
H -2.158 3.047 -2.249
H -0.865 3.200 -1.044
H -2.353 2.333 -0.635
S 2.129 -0.240 -1.223
C 2.132 1.244 -0.364
N 0.937 1.509 0.164
C 0.976 2.682 0.951
C -0.082 3.353 1.563
C 0.189 4.536 2.222
C 1.484 5.063 2.274
C 2.535 4.425 1.648
C 2.263 3.233 0.983
S 3.393 2.290 0.045
H -1.092 2.974 1.517
H -0.618 5.075 2.700
H 1.662 5.992 2.799
H 3.532 4.844 1.665
*
```



This record from the OMol25 dataset describes a molecular structure, C38H53BaN7O3P4 in a non-equilibrium geometry. The level of theory is wB97M-V/def2-TZVPD.

## Properties
Relative energy (zero: lowest compared OMol25 entry of this formula, charge and spin) = 364.33 kJ/mol
Orbital gap = 7.9 eV
Energy = -3479.50240 Ha

The geometry in ORCA input format:
```
! RIJCOSX wB97M-V def2-TZVPD def2/J DEFGRID3
* xyz 2 1
Ba -0.959 -0.778 -0.161
C -5.357 1.730 1.390
N -5.265 0.783 0.273
C -6.474 0.681 -0.541
P -3.886 0.052 -0.092
O -2.641 0.683 0.503
O -3.732 0.148 -1.769
P -2.734 -0.327 -3.027
O -1.325 -0.498 -2.423
N -2.756 0.901 -4.094
C -1.725 0.858 -5.138
C -3.990 1.559 -4.516
N -3.330 -1.794 -3.484
C -2.424 -2.817 -4.012
C -4.668 -1.856 -4.064
N -3.883 -1.642 0.320
C -5.204 -2.276 0.408
C -2.878 -2.641 -0.272
H -6.122 1.380 2.083
H -5.627 2.708 0.994
H -4.399 1.795 1.897
H -7.314 0.396 0.094
H -6.350 -0.070 -1.319
H -6.678 1.648 -1.003
H -0.809 0.426 -4.741
H -1.525 1.883 -5.444
H -2.069 0.285 -6.002
H -4.687 1.617 -3.682
H -4.455 1.037 -5.356
H -3.743 2.574 -4.826
H -1.419 -2.655 -3.626
H -2.405 -2.781 -5.103
H -2.786 -3.797 -3.695
H -5.291 -1.049 -3.674
H -5.128 -2.808 -3.796
H -4.625 -1.780 -5.154
H -5.895 -1.598 0.902
H -5.104 -3.169 1.023
H -5.583 -2.551 -0.583
H -2.093 -2.931 0.470
H -2.423 -2.139 -1.130
H -3.380 -3.537 -0.614
C 0.236 1.972 2.851
N 1.479 1.459 2.254
P 1.589 2.155 0.606
C 1.715 3.887 1.124
C 2.520 4.317 2.181
C 2.537 5.648 2.543
C 1.754 6.571 1.858
C 0.951 6.158 0.808
C 0.927 4.817 0.447
C 3.272 1.724 0.077
C 4.340 2.623 0.087
C 5.588 2.244 -0.379
C 5.795 0.965 -0.872
C 4.734 0.071 -0.925
C 3.482 0.463 -0.472
P 1.440 -0.285 2.262
C 3.178 -0.802 2.308
C 4.185 0.011 2.827
C 5.488 -0.451 2.890
C 5.796 -1.731 2.445
C 4.797 -2.547 1.936
C 3.490 -2.079 1.866
C 0.992 -0.722 3.969
C 1.532 -0.070 5.080
C 1.249 -0.517 6.356
C 0.434 -1.630 6.540
C -0.101 -2.285 5.445
C 0.177 -1.824 4.163
H 0.241 3.062 2.841
H 0.155 1.648 3.887
H -0.677 1.645 2.322
H 3.124 3.601 2.723
H 3.164 5.979 3.360
H 1.771 7.611 2.152
H 0.342 6.873 0.274
H 0.294 4.491 -0.369
H 4.204 3.629 0.457
H 6.402 2.955 -0.354
H 6.775 0.674 -1.222
H 4.870 -0.929 -1.315
H 2.675 -0.265 -0.545
H 3.951 1.016 3.150
H 6.265 0.186 3.287
H 6.814 -2.092 2.495
H 5.029 -3.543 1.588
H 2.728 -2.730 1.441
H 2.179 0.787 4.940
H 1.669 -0.010 7.213
H 0.222 -1.982 7.540
H -0.731 -3.152 5.582
H -0.246 -2.363 3.317
N 1.872 -0.479 -3.051
C 1.997 -1.768 -2.628
C 2.897 -2.634 -3.285
C 2.947 -3.949 -2.898
C 2.113 -4.400 -1.866
C 1.291 -3.475 -1.268
N 1.226 -2.179 -1.616
H 2.656 -0.091 -3.552
H 1.410 0.183 -2.448
H 3.529 -2.263 -4.078
H 3.630 -4.628 -3.390
H 2.118 -5.427 -1.534
H 0.657 -3.776 -0.436
*
```



This record from the OMol25 dataset describes 2 unconnected molecules or ions with the total composition CH3NO2P in a non-equilibrium geometry. The level of theory is wB97M-V/def2-TZVPD.

## Properties
Relative energy (zero: lowest compared OMol25 entry of this formula, charge and spin) = 58.94 kJ/mol
Orbital gap = 8.8 eV
Energy = -586.52991 Ha

The geometry in ORCA input format:
```
! RIJCOSX wB97M-V def2-TZVPD def2/J DEFGRID3
* xyz -1 1
C 1.446 0.834 0.423
N 1.393 -0.319 -0.130
O -1.280 -1.105 0.051
O -2.596 0.866 -0.827
P -1.960 0.232 0.438
H 0.347 0.949 0.766
H 0.447 -0.769 -0.119
H 2.204 -0.688 -0.601
*
```



This record from the OMol25 dataset describes a single C5H9NO4S molecule in a non-equilibrium geometry. The level of theory is wB97M-V/def2-TZVPD.

## Properties
Relative energy (zero: lowest compared OMol25 entry of this formula, charge and spin) = 378.48 kJ/mol
Orbital gap = 9.6 eV
Energy = -949.72332 Ha

The geometry in ORCA input format:
```
! RIJCOSX wB97M-V def2-TZVPD def2/J DEFGRID3
* xyz 0 1
C -1.915 -1.036 -0.084
C 0.637 -1.259 -1.291
C 0.592 -0.072 1.149
C -0.921 -0.021 -0.578
C 0.208 2.120 0.115
N -0.325 0.772 0.454
O -2.777 -0.490 0.818
O -2.000 -2.219 -0.418
O 2.291 -2.022 0.585
O 2.559 0.162 -0.631
S 1.721 -0.848 -0.025
H 0.087 -2.181 -1.376
H 1.084 -0.879 -2.163
H 1.223 0.470 1.820
H 0.248 -0.921 1.802
H -1.353 0.431 -1.445
H -0.243 2.702 -0.641
H 0.091 2.606 1.047
H 1.347 2.227 -0.066
H -2.554 0.459 0.928
*
```



This record from the OMol25 dataset describes a molecular structure, C16H34MgP2 in a non-equilibrium geometry. The level of theory is wB97M-V/def2-TZVPD.

## Properties
Relative energy (zero: lowest compared OMol25 entry of this formula, charge and spin) = 0.00 kJ/mol
Orbital gap = 6.9 eV
Energy = -1512.65073 Ha

The geometry in ORCA input format:
```
! RIJCOSX wB97M-V def2-TZVPD def2/J DEFGRID3
* xyz 0 1
P -0.123 -1.577 -2.007
P 0.268 1.653 -1.899
C -0.321 -0.585 -3.570
C 0.400 0.774 -3.542
H -1.404 -0.442 -3.711
H 0.045 -1.218 -4.395
H 1.473 0.648 -3.749
H -0.014 1.459 -4.299
C -1.399 2.376 -2.174
H -1.655 3.035 -1.338
H -2.170 1.600 -2.255
H -1.379 2.964 -3.098
C 1.328 3.103 -2.183
H 0.950 3.684 -3.038
H 2.356 2.766 -2.378
H 1.315 3.724 -1.277
C -1.156 -3.032 -2.367
H -1.091 -3.717 -1.510
H -0.804 -3.535 -3.280
H -2.199 -2.708 -2.491
C 1.578 -2.202 -2.294
H 2.310 -1.381 -2.260
H 1.621 -2.700 -3.272
H 1.822 -2.925 -1.503
Mg 1.800 -0.443 4.737
C 0.233 1.909 1.116
C -1.065 1.551 1.151
C -1.743 0.505 0.341
C -2.195 -0.740 1.134
C -1.056 -1.669 1.344
C 0.269 -1.416 1.283
C 1.074 -0.406 0.545
C 1.401 0.979 1.162
C 0.586 -2.137 5.053
H 0.494 2.964 1.289
H -1.771 2.235 1.634
H -1.099 0.154 -0.488
H -2.629 0.934 -0.159
H -2.644 -0.427 2.094
H -2.986 -1.250 0.561
H -1.348 -2.635 1.778
H 0.924 -2.084 1.865
H 0.617 -0.188 -0.443
H 2.031 -0.897 0.281
H 1.815 0.869 2.179
H 2.226 1.410 0.565
H 0.804 -2.703 5.976
H 0.673 -2.792 4.181
H -0.438 -1.739 5.116
C 0.718 1.353 4.889
H 1.333 2.171 5.291
H -0.146 1.164 5.548
H 0.369 1.565 3.869
*
```